1.
DFT (wB97M-V/def2-TZVPD) results for a molecular structure, C21H17BrN4O6Pt.

Each line ends with the natural charge from an NBO analysis.
Cartesian coordinates (Å):
Pt  0.92  -0.91  -2.00  1.17
O  3.57  3.01  -0.05  -0.71
C  3.63  1.74  0.48  0.36
C  3.89  1.53  1.83  -0.33
C  3.98  0.24  2.33  -0.19
C  3.82  -0.84  1.47  -0.25
C  3.56  -0.61  0.12  -0.17
C  3.44  0.67  -0.39  -0.17
C  3.13  0.88  -1.89  0.24
O  2.84  -0.29  -2.54  -0.77
N  1.99  1.85  -2.08  -0.42
N  0.79  1.27  -2.00  -0.24
C  -0.25  1.92  -1.64  -0.03
C  -1.61  1.35  -1.63  -0.13
Br  -1.87  -0.27  -2.59  0.12
C  -2.61  1.94  -0.98  -0.20
C  -4.04  1.56  -0.86  0.00
C  -4.80  1.11  -1.94  -0.22
C  -6.14  0.78  -1.77  -0.19
C  -6.74  0.92  -0.52  -0.20
C  -5.99  1.39  0.55  -0.21
C  -4.66  1.72  0.38  -0.21
H  3.88  3.64  0.60  0.49
H  4.03  2.39  2.49  0.21
H  4.19  0.09  3.38  0.22
H  3.91  -1.85  1.85  0.23
H  3.46  -1.44  -0.57  0.24
H  3.99  1.39  -2.35  0.18
H  2.08  2.74  -1.61  0.38
H  -0.16  2.96  -1.35  0.19
H  -2.32  2.83  -0.43  0.22
H  -4.35  1.02  -2.92  0.22
H  -6.72  0.43  -2.61  0.22
H  -7.78  0.67  -0.39  0.22
H  -6.45  1.51  1.53  0.22
H  -4.08  2.10  1.22  0.21
O  0.92  -5.19  2.05  -0.67
C  0.88  -4.01  2.65  0.79
O  1.01  -3.87  3.84  -0.60
C  0.68  -2.81  1.78  -0.26
C  0.61  -1.54  2.31  0.04
N  0.49  -0.69  1.28  -0.31
N  0.45  -1.34  0.11  -0.31
C  0.59  -2.62  0.39  0.06
C  0.63  -3.57  -0.77  0.76
O  0.54  -4.77  -0.55  -0.65
O  0.73  -3.03  -1.93  -0.73
H  0.84  -5.08  1.06  0.51
H  0.65  -1.22  3.34  0.25
H  0.43  0.31  1.30  0.42

* multiplicity: 3
* molar mass: 696.37 g/mol
* net charge: 0
* Kohn-Sham gap (alpha / beta): 0.274 / 0.281 Ha
* calculated total energy: -4174.17280 a.u.

=====

2.
DFT (wB97M-V/def2-TZVPD) results for 3 unconnected molecules or ions with the total composition C19H25B4F20NO6 in a non-equilibrium geometry.

Each line ends with the Löwdin charge.
Cartesian coordinates (Å):
C  2.63  0.56  1.22  -0.08
C  3.19  1.61  0.26  -0.19
C  2.52  1.63  -1.11  -0.21
F  3.19  2.56  -1.92  -0.01
B  2.41  0.23  -1.82  -0.48
O  3.27  -0.16  -2.82  0.33
B  3.23  -1.53  -3.01  -0.51
C  4.46  -2.46  -2.78  -0.02
C  4.84  -2.37  -1.29  -0.09
C  5.39  -3.67  -0.75  -0.20
F  5.65  -4.66  -1.63  0.08
C  5.56  -3.92  0.53  -0.31
F  5.74  -2.95  1.43  0.13
F  5.52  -5.11  1.11  0.15
O  1.96  -2.06  -3.25  0.29
B  1.10  -1.75  -2.22  -0.36
B  -0.33  -2.65  -1.87  -0.40
O  -1.56  -2.08  -2.16  0.13
N  -0.31  -3.95  -1.25  -0.10
C  -0.73  -3.81  0.16  -0.06
C  1.01  -4.59  -1.28  -0.09
O  1.41  -0.65  -1.41  0.26
H  2.76  -0.46  0.87  0.06
H  1.57  0.72  1.41  0.09
H  3.14  0.64  2.18  0.08
H  3.03  2.59  0.71  0.09
H  4.27  1.51  0.16  0.12
H  1.50  2.01  -0.97  0.15
H  4.14  -3.48  -3.01  0.11
H  5.31  -2.23  -3.42  0.12
H  3.95  -2.14  -0.69  0.12
H  5.54  -1.55  -1.14  0.14
H  -1.66  -1.23  -1.71  0.10
H  -1.78  -3.51  0.21  0.07
H  -0.15  -3.03  0.68  0.10
H  -0.57  -4.74  0.69  0.09
H  1.74  -4.09  -0.62  0.09
H  0.93  -5.62  -0.92  0.09
H  1.40  -4.63  -2.29  0.09
F  -6.74  -3.52  0.17  0.10
C  -5.45  -3.25  0.43  -0.31
F  -5.34  -2.88  1.73  0.10
C  -4.94  -2.09  -0.44  -0.43
F  -5.57  -0.95  -0.11  0.14
F  -3.62  -1.96  -0.10  0.08
C  -4.96  -2.28  -1.97  -0.04
O  -6.05  -1.72  -2.67  0.06
C  -7.23  -2.38  -2.85  -0.55
F  -7.15  -3.67  -2.48  0.15
F  -7.50  -2.36  -4.18  0.14
C  -8.40  -1.66  -2.17  -0.29
F  -8.17  -1.50  -0.85  0.10
F  -9.51  -2.42  -2.32  0.10
H  -4.84  -4.14  0.27  0.17
H  -4.10  -1.73  -2.32  0.13
H  -4.79  -3.33  -2.23  0.15
H  -8.56  -0.69  -2.63  0.17
F  -0.74  5.45  3.74  0.10
C  -0.71  6.48  4.60  -0.31
F  -1.92  7.09  4.56  0.10
C  0.36  7.51  4.20  -0.44
F  0.03  8.09  3.03  0.14
F  0.30  8.47  5.17  0.10
C  1.82  7.04  4.16  -0.04
O  2.36  6.68  2.91  0.06
C  2.24  5.43  2.39  -0.55
F  1.75  4.55  3.28  0.15
F  3.48  5.01  2.05  0.14
C  1.42  5.42  1.09  -0.27
F  0.20  5.94  1.28  0.11
F  1.28  4.13  0.69  0.09
H  -0.53  6.12  5.61  0.17
H  2.39  7.92  4.45  0.15
H  2.01  6.28  4.92  0.15
H  1.94  5.98  0.31  0.18

* SMILES string: CC[C@@H](F)B1OB(CCC(F)=C(F)F)OB(B(O)N(C)C)O1.FC(F)C(F)(F)COC(F)(F)C(F)F.FC(F)C(F)(F)COC(F)(F)C(F)F
* molar mass: 786.62 g/mol
* net charge: 0
* Kohn-Sham gap: 0.351 Ha
* calculated total energy: -3342.21371 a.u.

=====

3.
DFT (wB97M-V/def2-TZVPD) results for a molecular structure, C49H57N4O32PY in a non-equilibrium geometry.

Each line ends with the Löwdin charge.
Cartesian coordinates (Å):
C  -5.37  -0.98  3.32  -0.02
C  -4.29  0.07  3.29  -0.33
C  -4.52  1.28  4.17  -0.17
O  -3.69  2.36  3.73  -0.20
C  -3.91  3.55  4.47  -0.08
N  -2.91  -0.49  3.41  0.26
H  -2.69  -0.93  4.31  0.18
H  -2.76  -1.22  2.71  0.16
H  -2.17  0.23  3.34  0.12
H  -5.41  -1.37  4.35  0.10
H  -5.11  -1.86  2.73  0.10
H  -6.36  -0.59  3.14  0.10
H  -4.30  0.45  2.26  0.15
H  -4.28  1.06  5.22  0.14
H  -5.57  1.58  4.15  0.14
H  -4.23  3.36  5.49  0.10
H  -4.64  4.19  3.96  0.09
H  -2.94  4.05  4.53  0.08
Y  1.09  1.85  -0.51  1.68
P  -0.12  -0.40  -0.07  0.10
O  1.42  -0.36  -0.27  -0.39
O  -0.42  0.46  -1.30  -0.40
O  -0.21  0.70  0.98  -0.39
O  -0.91  -1.69  0.20  -0.32
C  -2.18  3.03  -0.12  -0.27
O  -0.96  3.10  -0.30  -0.09
N  -3.06  4.00  -0.33  -0.15
C  -4.47  3.68  -0.47  -0.05
C  -2.74  5.42  -0.65  0.02
H  -2.64  2.11  0.26  0.15
H  -4.92  3.87  -1.44  0.10
H  -5.10  4.10  0.31  0.09
H  -4.66  2.61  -0.29  0.09
H  -1.70  5.55  -0.37  0.09
H  -2.89  5.63  -1.71  0.08
H  -3.37  5.92  0.08  0.10
C  4.24  1.36  1.50  -0.26
O  3.21  1.63  0.90  -0.07
N  5.14  2.24  1.97  -0.16
C  6.40  1.81  2.52  -0.04
C  5.03  3.65  1.65  -0.03
H  4.48  0.33  1.81  0.13
H  7.14  1.77  1.72  0.10
H  6.37  0.83  3.00  0.09
H  6.80  2.48  3.28  0.10
H  4.15  3.80  1.03  0.08
H  4.93  4.19  2.60  0.09
H  5.88  4.09  1.13  0.10
C  3.27  0.45  -2.85  -0.24
O  2.60  1.24  -2.18  -0.11
N  3.96  0.78  -3.93  -0.15
C  4.12  2.18  -4.29  -0.02
C  4.57  -0.21  -4.81  -0.02
H  3.23  -0.65  -2.77  0.13
H  3.45  2.82  -3.73  0.08
H  3.71  2.32  -5.30  0.10
H  5.17  2.48  -4.31  0.10
H  4.25  -0.08  -5.84  0.10
H  5.66  -0.14  -4.73  0.10
H  4.29  -1.18  -4.42  0.06
C  1.04  -5.63  -3.95  0.08
C  1.80  -4.63  -4.43  -0.23
C  1.72  -3.21  -3.97  -0.32
O  2.42  -2.30  -4.37  0.07
C  0.78  -3.03  -2.87  0.05
C  0.11  -4.05  -2.29  -0.23
C  0.11  -5.42  -2.87  -0.32
O  -0.57  -6.31  -2.41  0.15
O  -0.52  -3.91  -1.13  0.09
O  2.78  -4.89  -5.33  0.09
H  1.26  -6.61  -4.35  0.14
H  0.65  -2.09  -2.34  0.11
H  -0.63  -2.95  -0.86  0.05
H  3.43  -4.17  -5.32  0.11
C  -0.21  -5.77  4.57  0.07
C  1.09  -5.57  4.38  -0.23
C  1.66  -4.52  3.47  -0.31
O  2.83  -4.23  3.43  0.13
C  0.62  -3.90  2.62  0.08
C  -0.70  -4.11  2.79  -0.23
C  -1.24  -5.04  3.85  -0.33
O  -2.41  -5.29  4.03  0.13
O  -1.67  -3.67  1.99  0.08
O  2.02  -6.12  5.19  0.10
H  -0.47  -6.51  5.31  0.14
H  0.86  -3.18  1.85  0.11
H  -1.36  -3.12  1.24  0.06
H  2.89  -5.82  4.88  0.11
C  -3.07  -2.14  -2.89  0.08
C  -3.85  -1.57  -1.94  -0.23
C  -5.30  -1.34  -2.08  -0.34
O  -5.98  -0.82  -1.22  0.11
C  -5.80  -1.75  -3.38  0.06
C  -5.09  -2.40  -4.30  -0.23
C  -3.64  -2.75  -4.12  -0.30
O  -2.99  -3.33  -4.95  0.13
O  -5.64  -2.70  -5.49  0.10
O  -3.32  -1.16  -0.77  0.05
H  -2.00  -2.06  -2.79  0.11
H  -6.85  -1.51  -3.53  0.14
H  -4.99  -3.22  -5.99  0.12
H  -2.34  -1.28  -0.71  0.05
C  3.66  -2.77  -0.78  0.07
C  4.03  -2.15  0.37  -0.22
C  5.41  -2.14  0.88  -0.33
O  5.78  -1.65  1.93  0.12
C  6.31  -2.83  -0.02  0.07
C  5.96  -3.55  -1.08  -0.22
C  4.58  -3.49  -1.64  -0.30
O  4.16  -4.17  -2.56  0.12
O  6.86  -4.30  -1.74  0.11
O  3.08  -1.69  1.20  0.06
H  2.61  -2.72  -1.01  0.11
H  7.32  -2.91  0.39  0.14
H  6.44  -4.97  -2.29  0.12
H  2.29  -1.37  0.68  0.05
C  -0.57  2.65  5.44  0.06
C  -0.15  2.23  4.24  -0.21
C  0.79  3.07  3.37  -0.27
O  1.01  2.92  2.19  0.06
C  1.48  4.10  4.15  0.08
C  1.18  4.39  5.42  -0.22
C  0.00  3.81  6.12  -0.32
O  -0.46  4.29  7.13  0.14
O  1.90  5.28  6.10  0.12
O  -0.54  1.03  3.80  0.04
H  -1.02  1.92  6.11  0.14
H  2.26  4.61  3.61  0.13
H  1.36  5.54  6.87  0.13
H  -0.36  0.96  2.80  0.09
C  -3.19  2.22  -4.53  0.07
C  -2.11  1.90  -3.82  -0.19
C  -0.98  2.86  -3.44  -0.29
O  0.05  2.55  -2.88  0.03
C  -1.27  4.22  -3.82  0.06
C  -2.43  4.58  -4.40  -0.24
C  -3.45  3.60  -4.91  -0.33
O  -4.37  3.91  -5.64  0.14
O  -2.76  5.85  -4.62  0.12
O  -1.98  0.65  -3.32  0.08
H  -3.93  1.43  -4.60  0.14
H  -0.61  5.06  -3.66  0.14
H  -3.68  6.00  -4.89  0.13
H  -1.20  0.65  -2.70  0.05

* molar mass: 1333.87 g/mol
* net charge: +1
* Kohn-Sham gap: 0.239 Ha
* calculated total energy: -4907.80966 a.u.

=====

4.
DFT (wB97M-V/def2-TZVPD) results for a molecular structure, C2H4N3 in a non-equilibrium geometry.

Each line ends with the natural charge from an NBO analysis.
Cartesian coordinates (Å):
C  0.12  -0.02  0.69  0.39
C  0.62  0.09  -0.76  0.50
N  0.69  1.18  0.15  -0.49
N  1.04  -0.93  0.05  -0.57
N  -1.08  -0.32  -0.09  -0.61
H  -0.01  1.87  -0.09  0.41
H  1.92  -0.83  0.53  0.45
H  -1.36  -1.28  -0.25  0.46
H  -1.93  0.24  -0.23  0.46

* molar mass: 70.08 g/mol
* net charge: +1
* Kohn-Sham gap: 0.369 Ha
* calculated total energy: -242.39198 a.u.

=====

5.
DFT (wB97M-V/def2-TZVPD) results for a molecular structure, C3H17BeO6 in a non-equilibrium geometry.

Each line ends with the natural charge from an NBO analysis.
Cartesian coordinates (Å):
Be  -0.94  -0.33  -0.86  1.71
C  1.31  1.96  -0.64  -0.59
C  1.51  0.75  0.20  0.09
C  1.52  0.97  1.67  -0.62
O  0.30  0.04  0.03  -1.16
H  0.44  2.42  -0.32  0.19
H  1.04  1.76  -1.62  0.16
H  2.12  2.75  -0.63  0.23
H  2.23  0.08  -0.29  0.19
H  1.19  0.06  2.18  0.22
H  0.91  1.77  1.96  0.20
H  2.47  1.25  2.11  0.22
O  1.80  -2.22  0.56  -0.96
H  1.23  -1.46  0.51  0.48
H  1.31  -2.80  1.21  0.46
O  -2.28  0.59  -0.24  -1.01
H  -2.69  1.32  -0.76  0.53
H  -2.09  1.00  0.62  0.54
O  -1.35  -1.84  -1.10  -1.03
H  -1.97  -2.10  -1.77  0.52
H  -1.13  -2.71  -0.67  0.57
O  -0.71  0.26  -2.43  -1.00
H  -0.69  -0.38  -3.10  0.51
H  -0.21  1.00  -2.80  0.54
O  -1.44  -1.24  1.92  -0.94
H  -2.31  -1.39  1.47  0.46
H  -1.57  -1.51  2.79  0.48

* molar mass: 158.18 g/mol
* net charge: +1
* Kohn-Sham gap: 0.313 Ha
* calculated total energy: -590.54202 a.u.

=====

6.
DFT (wB97M-V/def2-TZVPD) results for 2 unconnected molecules or ions with the total composition C4H13N6 in a non-equilibrium geometry.

Each line ends with the natural charge from an NBO analysis.
Cartesian coordinates (Å):
C  -1.99  -0.41  -1.71  0.15
C  0.11  -0.78  -0.18  0.12
C  0.22  0.70  -0.19  0.37
C  -2.81  -1.08  -2.77  -0.69
N  -1.59  0.81  -1.75  -0.28
N  -0.67  1.38  -0.99  -0.03
N  0.16  -1.35  0.96  -0.68
N  2.26  -0.34  2.60  -1.11
N  1.10  1.29  0.64  -0.75
N  -0.66  2.81  -1.00  -0.62
H  -1.74  -1.13  -0.95  0.18
H  -3.93  -1.15  -2.53  0.26
H  -2.44  -2.14  -2.87  0.25
H  -2.89  -0.55  -3.77  0.25
H  0.31  -0.76  1.77  0.40
H  0.03  -2.37  1.20  0.43
H  2.91  -1.06  2.57  0.38
H  2.02  -0.25  3.69  0.40
H  1.50  0.54  1.15  0.41
H  1.74  2.02  0.49  0.43
H  -0.40  3.03  -1.94  0.38
H  2.97  0.44  2.51  0.38
H  -1.56  3.16  -0.74  0.39

* molar mass: 145.19 g/mol
* net charge: +1
* Kohn-Sham gap: 0.330 Ha
* calculated total energy: -488.35432 a.u.

=====

7.
DFT (wB97M-V/def2-TZVPD) results for 2 unconnected molecules or ions with the total composition C15H36N6O3P in a non-equilibrium geometry.

Each line ends with the natural charge from an NBO analysis.
Cartesian coordinates (Å):
C  0.12  -2.47  -0.33  -0.65
C  0.13  -1.06  -0.92  -0.09
O  -1.11  -0.66  -1.54  -0.53
C  -1.95  -0.08  -0.65  0.81
O  -1.70  0.89  -0.02  -0.55
C  -3.31  -0.76  -0.53  -0.52
C  -4.41  0.16  0.05  -0.40
C  -5.80  -0.27  -0.48  -0.21
N  -6.23  -1.61  -0.01  -0.47
C  -5.89  -2.77  -0.82  -0.26
C  -6.92  -2.78  -2.05  -0.26
N  -7.91  -1.83  -1.51  -0.62
C  -7.66  -1.62  -0.15  0.93
N  -8.55  -1.50  0.83  -0.93
H  1.16  -2.69  -0.03  0.24
H  -0.48  -2.56  0.59  0.20
H  -0.15  -3.26  -1.05  0.21
H  0.92  -1.02  -1.69  0.21
H  0.46  -0.38  -0.12  0.21
H  -3.28  -1.66  0.10  0.24
H  -3.65  -1.09  -1.52  0.21
H  -4.45  0.13  1.15  0.23
H  -4.26  1.21  -0.23  0.25
H  -5.87  -0.18  -1.58  0.18
H  -6.56  0.45  -0.10  0.22
H  -4.86  -2.93  -1.13  0.26
H  -6.15  -3.63  -0.17  0.21
H  -6.42  -2.48  -2.97  0.24
H  -7.29  -3.80  -1.99  0.24
H  -7.88  -1.00  -2.11  0.45
H  -8.85  -2.36  1.28  0.46
H  -8.92  -0.62  1.18  0.47
O  3.22  -0.18  0.22  -1.00
P  4.26  0.93  0.16  2.22
N  5.46  0.15  1.14  -0.77
C  6.47  0.82  1.95  -0.41
C  6.10  -1.00  0.48  -0.42
N  3.32  2.05  1.13  -0.81
C  3.67  2.37  2.50  -0.41
C  1.87  1.85  1.08  -0.39
N  5.37  2.23  -0.29  -0.68
C  4.91  3.63  -0.35  -0.41
C  5.87  1.93  -1.67  -0.44
H  7.24  1.33  1.36  0.18
H  6.98  0.08  2.57  0.20
H  6.04  1.52  2.66  0.20
H  6.84  -0.68  -0.27  0.16
H  5.36  -1.62  -0.02  0.22
H  6.61  -1.63  1.21  0.20
H  3.66  1.49  3.15  0.18
H  2.97  3.11  2.91  0.20
H  4.64  2.86  2.57  0.19
H  1.55  1.03  1.73  0.17
H  1.53  1.64  0.07  0.20
H  1.35  2.76  1.40  0.19
H  3.98  3.73  -0.91  0.20
H  5.67  4.25  -0.83  0.20
H  4.78  4.05  0.64  0.21
H  5.07  2.00  -2.41  0.18
H  6.28  0.92  -1.73  0.21
H  6.67  2.62  -1.96  0.21

* molar mass: 379.47 g/mol
* net charge: +1
* Kohn-Sham gap: 0.130 Ha
* calculated total energy: -1488.32759 a.u.

=====

8.
DFT (wB97M-V/def2-TZVPD) results for a gas-phase ion, C4H6NO3S (charge -1) in a non-equilibrium geometry.

Each line ends with the natural charge from an NBO analysis.
Cartesian coordinates (Å):
C  -0.52  0.13  -2.19  -0.29
O  0.10  0.61  -1.06  -0.73
S  1.39  -0.28  -0.49  2.31
O  1.79  -1.16  -1.58  -0.96
O  2.39  0.76  -0.22  -0.97
C  0.89  -1.07  1.00  -0.69
C  0.76  -0.04  2.09  -0.61
C  -0.19  -1.85  0.75  0.25
N  -0.98  -2.69  0.65  -0.48
H  -1.55  -0.16  -2.04  0.16
H  0.13  -0.78  -2.39  0.24
H  -0.76  0.94  -2.93  0.16
H  0.01  -0.17  2.88  0.21
H  1.73  0.02  2.68  0.20
H  0.58  0.85  1.47  0.22

* SMILES string: CO[S@@](=O)([O-])=C(C)C#N
* molar mass: 148.16 g/mol
* net charge: -1
* Kohn-Sham gap: 0.279 Ha
* calculated total energy: -834.65222 a.u.